DFT (the ωB97M-V functional and the def2-TZVPD basis) results for the molecule Cl2HNS in a non-equilibrium geometry.

- energy above the lowest of the compared OMol25 structures with the same formula, charge and spin (kcal/mol) = 6.8
- HOMO level (eV) = -10.16
- calculated total energy (Ha) = -1373.8684

ORCA input file:
```
! wB97M-V def2-TZVPD RIJCOSX def2/J DEFGRID3
* xyz 0 1
N -1.013 0.411 -0.213
S 0.156 0.099 0.687
Cl 1.449 1.554 -0.080
Cl 1.211 -1.737 -0.108
H -1.803 -0.326 -0.285
*
```